(1)
This record from the Open Molecules 2025 dataset describes 2 unconnected molecules or ions with the total composition C3H10N2 in a non-equilibrium geometry. The level of theory is ωB97M-V with the def2-TZVPD basis set.

Each line ends with the Löwdin charge.
Positions of all 15 atoms, in Å:
H  1.55  1.45  1.25  0.06
N  -1.51  0.66  -1.70  0.07
H  3.33  0.19  2.30  0.06
C  2.38  -0.31  2.10  -0.18
C  1.59  0.39  1.01  -0.19
H  2.67  -1.29  1.73  0.06
N  -3.64  -0.27  -1.73  0.04
H  -0.53  0.45  -1.61  0.07
C  -2.39  -0.33  -2.00  -0.41
H  -4.15  -1.04  -2.17  0.03
H  1.90  -0.37  3.07  0.07
H  -1.85  1.39  -1.10  0.09
H  -1.94  -1.32  -2.17  0.11
H  2.03  0.41  0.01  0.06
H  0.57  -0.01  1.01  0.06

Values from the calculation:
**Gap between HOMO and LUMO**: 10.132 eV
**Largest force on an atom**: 2.202 eV Å⁻¹
**LUMO**: 0.865 eV
**ΔE to the lowest compared entry with this formula, charge and spin**: 59.4 kJ/mol
**SMILES**: [H]/N=C/N.CC
**Molar mass**: 74.1 g/mol



(2)
This record from the Open Molecules 2025 dataset describes a gas-phase ion, C5H13N2 (charge +1) in a non-equilibrium geometry. The level of theory is ωB97M-V with the def2-TZVPD basis set.

Each line ends with the Löwdin charge.
Positions of all 20 atoms, in Å:
C  -0.84  -0.72  -0.64  0.12
H  -0.91  -1.63  -1.24  0.15
H  0.62  0.55  1.18  0.13
N  -2.49  0.59  0.82  0.06
C  1.25  0.18  0.36  -0.39
C  0.21  0.27  -0.86  -0.12
H  3.23  1.36  0.63  0.09
H  -0.19  1.28  -0.80  0.14
H  -2.74  0.24  -1.24  0.17
H  2.01  -1.41  1.43  0.11
C  -2.23  -0.20  -0.39  -0.22
H  2.95  0.34  -0.78  0.10
H  -2.80  -1.10  -0.14  0.13
H  -1.96  0.29  1.63  0.08
H  0.72  0.14  -1.82  0.16
C  2.47  1.00  -0.05  -0.03
H  -2.65  1.58  0.80  0.09
H  2.08  1.80  -0.67  0.08
N  1.50  -1.23  0.58  0.10
H  0.74  -1.84  0.33  0.06

Values from the calculation:
**Gap between HOMO and LUMO**: 6.512 eV
**Largest force on an atom**: 5.247 eV Å⁻¹
**LUMO**: -7.317 eV
**ΔE to the lowest compared entry with this formula, charge and spin**: 496.4 kJ/mol
**Molar mass**: 101.2 g/mol
**Net charge**: +1



(3)
This record from the Open Molecules 2025 dataset describes a molecular structure, C33H28N9O3ReS. The level of theory is ωB97M-V with the def2-TZVPD basis set.

Each line ends with the Löwdin charge.
Positions of all 75 atoms, in Å:
C  1.99  3.36  -2.75  -0.03
H  3.84  2.79  1.90  0.12
N  -2.22  1.72  -1.63  0.01
C  -0.24  -3.61  -3.30  -0.03
C  0.80  -1.56  2.28  -0.47
C  -0.10  3.04  -1.38  -0.16
H  4.53  1.00  3.54  0.11
H  -0.43  -1.62  -0.73  0.08
H  -3.37  2.90  1.81  0.06
H  -4.63  -4.35  1.96  0.10
C  3.28  1.87  2.03  0.02
H  -3.63  2.09  0.25  0.06
H  -2.65  0.26  -3.20  0.10
H  -1.09  -4.41  -1.02  0.12
H  -3.36  4.03  -2.06  0.11
H  -2.00  5.44  -0.22  0.07
C  -1.95  3.45  0.29  -0.40
H  -2.52  -0.99  -4.87  0.11
C  -1.34  -2.31  1.64  -0.20
O  2.21  3.80  0.20  0.04
C  -1.73  -1.30  3.94  -0.07
N  -2.57  4.79  0.32  0.04
H  2.60  3.99  -2.09  0.07
C  -2.87  -4.00  0.78  -0.04
N  -0.21  -1.47  1.38  -0.06
H  0.43  -4.32  -2.82  0.13
C  -1.94  -0.23  -2.54  -0.11
H  -2.59  -1.13  4.60  0.08
C  -1.61  3.02  -1.19  -0.36
C  -2.87  2.44  0.95  -0.53
C  -1.68  -3.27  0.69  -0.15
C  2.17  -0.41  -1.98  -0.29
C  1.64  2.71  0.27  -0.47
C  -0.69  -3.66  -0.35  -0.02
C  -0.63  -3.78  -4.60  -0.10
C  3.53  -0.20  -3.91  -0.41
H  -0.28  -4.63  -5.18  0.10
H  0.24  4.74  -4.28  0.10
H  -1.02  3.44  0.85  0.10
O  1.00  -2.46  3.08  0.05
H  -3.94  -2.79  3.74  0.11
C  -1.64  4.51  -3.21  -0.10
C  3.64  0.88  2.93  -0.03
C  -2.29  3.93  -2.18  -0.05
C  -1.89  -1.74  -4.41  -0.04
H  -3.12  -4.72  0.02  0.11
H  2.27  2.33  -2.55  0.06
O  -0.27  -2.53  -1.21  -0.04
H  3.10  -1.08  3.72  0.12
N  3.17  -0.62  -2.71  0.08
C  -1.49  -2.83  -5.15  -0.09
C  1.75  -0.38  2.24  -0.16
C  0.52  3.58  -2.49  -0.21
C  -0.69  -2.52  -2.57  -0.18
N  0.56  2.28  -0.41  -0.05
H  -2.58  5.12  1.28  0.07
H  2.23  3.59  -3.79  0.08
C  2.87  -0.27  3.04  0.01
C  -3.31  -2.92  2.86  -0.04
N  3.92  0.12  -4.95  0.07
N  1.28  -0.33  -1.23  0.02
N  -1.53  0.61  -1.57  -0.18
H  0.23  -4.01  0.10  0.15
C  2.14  1.69  1.26  -0.15
H  -1.84  -2.93  -6.17  0.10
H  -0.93  -1.78  4.51  0.08
H  -2.19  5.10  -3.94  0.09
C  -1.48  -1.49  -3.07  -0.14
C  -3.70  -3.80  1.87  -0.08
Re  -0.16  0.39  0.12  1.23
S  -1.95  1.01  1.60  0.60
C  -0.25  4.31  -3.40  -0.04
H  -1.37  -0.33  3.61  0.00
N  1.41  0.59  1.39  -0.03
C  -2.13  -2.18  2.78  -0.21

Values from the calculation:
**Gap between HOMO and LUMO (spin up / spin down)**: 5.876 / 5.660 eV
**Largest force on an atom**: 0.630 eV Å⁻¹
**2S+1**: 4
**LUMO (spin up / spin down)**: 2.250 / 1.587 eV
**Molar mass**: 816.9 g/mol
**Net charge**: -1
**Expectation value of S²**: 3.855



(4)
This record from the Open Molecules 2025 dataset describes 5 unconnected molecules or ions with the total composition C20H43FO10PS4 in a non-equilibrium geometry. The level of theory is ωB97M-V with the def2-TZVPD basis set.

Each line ends with the Löwdin charge.
Positions of all 79 atoms, in Å:
C  -2.62  1.56  -2.09  -0.30
H  -2.29  0.67  -2.65  0.10
H  5.08  -2.01  0.34  0.10
C  -2.57  0.42  1.67  -0.20
O  -4.70  -3.29  0.34  -0.30
S  3.52  -0.22  0.11  0.66
C  -4.95  -0.24  1.87  -0.22
C  1.88  -0.80  0.54  -0.22
H  7.66  2.49  -2.50  0.10
O  -3.74  2.68  0.98  -0.30
H  4.48  -1.84  -1.33  0.10
C  1.05  1.55  -2.95  -0.27
C  4.20  -1.84  -0.28  -0.22
C  6.04  2.76  -1.04  -0.22
H  -6.22  -6.02  0.19  0.12
C  5.98  3.68  0.18  -0.21
H  1.09  2.05  -0.92  0.04
S  -4.45  -4.07  1.52  0.66
H  6.77  4.02  -2.67  0.10
H  3.18  -3.73  -0.64  0.11
H  -3.33  -1.58  1.30  0.07
O  9.56  3.35  -0.85  -0.34
C  -5.97  -6.20  1.24  -0.22
H  -4.36  -7.57  0.67  0.11
H  5.54  4.64  -0.11  0.12
H  6.28  1.74  -0.72  0.11
O  -2.84  2.49  3.32  -0.34
H  -5.93  -5.05  3.08  0.11
C  -2.69  2.64  -3.20  -0.32
O  -1.59  1.77  -1.15  -0.38
H  -6.70  -6.90  1.64  0.11
H  -3.32  -1.12  2.99  0.10
H  5.09  2.71  -1.57  0.11
H  1.58  -1.95  -1.26  0.12
F  0.48  0.31  -2.63  -0.09
H  1.14  -0.06  0.22  0.10
H  2.12  1.35  -3.04  0.08
O  3.42  0.54  -1.10  -0.31
H  -2.66  -5.64  1.61  0.10
H  3.16  -3.20  1.04  0.11
H  -3.36  -5.50  -0.02  0.11
H  -4.92  0.92  3.72  0.10
H  -3.04  2.11  -4.09  0.10
C  7.15  3.29  -1.96  -0.22
H  0.91  -2.71  0.19  0.11
O  8.34  5.52  -1.21  -0.33
C  -3.58  -5.57  1.05  -0.22
H  0.72  1.89  -3.93  0.10
C  3.09  -2.85  0.01  -0.22
C  -5.98  -4.88  2.01  -0.23
O  -3.83  -3.53  2.70  -0.32
H  7.57  4.73  1.28  0.10
H  -1.64  0.37  2.23  0.10
C  -4.54  -6.74  1.35  -0.22
H  -2.35  0.51  0.60  0.08
H  -0.49  3.62  -0.24  -0.03
S  8.33  4.11  -0.89  0.66
H  1.59  3.36  -1.97  0.07
H  -5.20  -0.07  0.83  0.12
H  -3.37  3.48  -3.05  0.09
H  5.37  3.25  0.97  0.12
O  -1.37  3.11  -3.30  -0.35
H  -3.59  1.25  -1.68  0.10
H  -6.82  -4.24  1.76  0.11
H  1.85  -0.93  1.62  0.11
C  7.42  3.87  0.63  -0.23
H  7.81  2.97  1.10  0.11
H  -4.36  -7.10  2.36  0.12
C  1.75  -2.13  -0.19  -0.21
C  0.86  2.57  -1.85  -0.29
H  -2.16  3.92  -1.35  0.00
S  -3.46  1.90  2.15  0.66
C  -4.97  1.08  2.64  -0.24
O  4.16  0.30  1.29  -0.33
H  -5.82  1.71  2.39  0.10
C  -3.51  -0.76  1.98  -0.24
H  -0.42  4.67  -1.96  -0.04
P  -0.88  3.31  -1.62  0.46
H  -5.66  -0.95  2.28  0.10

Values from the calculation:
**Gap between HOMO and LUMO**: 5.328 eV
**Largest force on an atom**: 3.065 eV Å⁻¹
**LUMO**: 1.583 eV
**Molar mass**: 621.8 g/mol
**Net charge**: -1